No. 1
Molecular formula: C17H33AsF6Hg2O11S4
Method: DFT, ωB97M-V with the def2-TZVPD basis set

Structure (XYZ):
```
74
C17H33AsF6Hg2O11S4 (ωB97M-V with the def2-TZVPD basis set)
Hg 1.1400 1.6618 -4.4115
Hg -3.2314 2.4704 -0.7436
O -0.2083 -0.2226 -0.4562
C -0.2685 0.7447 -1.3551
O 0.5720 0.8109 -2.3205
O -1.2578 1.5198 -1.3455
H 0.6796 -0.6050 -0.6356
As -2.2881 -2.4407 -3.7024
F -2.7634 -3.1671 -2.2076
F -1.0190 -1.4405 -2.9658
F -1.8808 -1.5596 -5.1990
F -3.4361 -3.3762 -4.6262
F -3.4876 -1.1808 -3.3461
F -1.1189 -3.6591 -3.9704
C 1.7874 -4.5044 -0.9293
C 0.6603 -3.5739 -0.5715
C 0.3682 -3.7334 0.9080
S 0.5791 -5.4765 1.2886
O -0.6920 -6.1661 1.2171
O 1.3724 -5.5608 2.4993
C 1.6004 -5.8319 -0.1925
H 2.6707 -4.0648 -0.4507
H 1.9364 -4.6949 -1.9886
H -0.2397 -3.7040 -1.1755
H 0.9485 -2.5359 -0.7606
H -0.6081 -3.3397 1.1820
H 1.1469 -3.1932 1.4510
H 1.0797 -6.5578 -0.8143
H 2.5007 -6.2617 0.2407
C 4.2871 3.8418 -0.8534
C 4.2762 2.4552 -0.2147
C 4.8042 1.3637 -1.1295
S 4.4998 2.0623 -2.7961
O 3.0524 1.8992 -3.1758
O 5.5962 1.6750 -3.6629
C 4.8423 3.7740 -2.3231
H 4.9475 4.5750 -0.3923
H 3.2775 4.2292 -0.7063
H 3.2976 2.0448 0.0594
H 4.7736 2.5118 0.7558
H 4.2388 0.4355 -1.0911
H 5.8569 1.1953 -0.9052
H 4.2864 4.4658 -2.9473
H 5.9169 3.8774 -2.2273
C -0.1918 5.0554 3.7168
C 0.1587 3.5627 3.6668
C 0.5430 3.2429 2.2346
S -0.5499 4.2631 1.1770
O -1.7012 3.4498 0.6822
O 0.3186 5.0618 0.3347
C -1.1124 5.3373 2.5063
H 0.6639 5.7342 3.6688
H -0.6479 5.3076 4.6726
H -0.7577 2.9926 3.8346
H 0.9844 3.4113 4.3564
H 0.3902 2.2506 1.8151
H 1.5002 3.7436 2.0842
H -2.0565 4.8813 2.8387
H -1.4782 6.3098 2.1860
C -3.4303 -2.8324 0.7888
C -4.9118 -2.5984 0.9225
C -5.2206 -1.0953 0.8856
S -3.7986 -0.2960 1.6093
O -4.1344 0.0633 2.9646
O -3.3978 0.8001 0.6878
C -2.6914 -1.7578 1.6033
H -3.0529 -2.7458 -0.2322
H -3.1553 -3.8014 1.2036
H -5.4289 -3.0701 1.7588
H -5.4341 -3.0221 0.0618
H -6.1997 -0.7284 1.1815
H -5.1734 -0.8087 -0.1724
H -2.8366 -2.0148 2.6547
H -1.6939 -1.4589 1.2994
```

* E_tot: -169499.2265 eV
* HOMO level: -0.506 Ha
* frontier orbital gap: 2.56 eV
* charge: +2

***

No. 2
Molecular formula: C22H26N2O5S
Method: DFT, ωB97M-V with the def2-TZVPD basis set

Structure (XYZ):
```
56
C22H26N2O5S (ωB97M-V with the def2-TZVPD basis set)
C -0.6985 -4.3692 -0.1317
C 0.3205 -3.2850 -0.2912
C 0.0628 -2.2009 -1.1267
C 1.0045 -1.2026 -1.2974
C 2.2109 -1.2827 -0.6280
S 3.4212 0.0293 -0.8232
O 3.1639 0.6801 -2.0764
O 4.7164 -0.5287 -0.5726
N 3.1515 1.1658 0.3577
C 3.4181 0.8043 1.7287
C 2.1674 0.2986 2.4528
C 1.0266 1.3015 2.2985
C 0.7638 1.5760 0.8170
C -0.3582 2.5933 0.6437
O -0.8524 3.2068 1.5653
N -0.7500 2.7586 -0.6395
C -1.9100 3.5437 -0.9909
C -2.9560 2.7041 -1.7396
C -3.1153 1.3169 -1.1731
C -3.1934 0.2308 -2.0325
C -3.3268 -1.0771 -1.5711
C -3.3549 -1.2549 -0.2110
C -3.2755 -0.1710 0.6631
C -3.1700 1.1204 0.2112
O -3.3186 -0.6260 1.9540
C -3.4376 -2.0275 1.8695
O -3.4455 -2.4185 0.5123
C 2.0615 2.0858 0.1696
C 2.4945 -2.3567 0.1923
C 1.5481 -3.3536 0.3597
H -1.6967 -3.9500 -0.0252
H -0.4771 -4.9902 0.7325
H -0.6996 -5.0058 -1.0165
H -0.8822 -2.1416 -1.6453
H 0.8311 -0.3720 -1.9642
H 4.2046 0.0496 1.7043
H 3.8032 1.6938 2.2405
H 2.3992 0.1535 3.5088
H 1.8627 -0.6640 2.0363
H 0.1169 0.9221 2.7665
H 1.2815 2.2425 2.7895
H 0.4575 0.6454 0.3246
H -0.3311 2.2012 -1.3664
H -1.6133 4.3947 -1.6134
H -2.3086 3.9291 -0.0503
H -2.6710 2.6223 -2.7904
H -3.9121 3.2315 -1.6989
H -3.1564 0.3975 -3.0987
H -3.4057 -1.9107 -2.2493
H -3.1183 1.9389 0.9081
H -2.5860 -2.5023 2.3829
H -4.3756 -2.3495 2.3500
H 1.9603 2.2238 -0.9073
H 2.3375 3.0448 0.6229
H 3.4579 -2.4051 0.6750
H 1.7670 -4.1962 0.9992
```

* E_tot: -47289.1731 eV
* HOMO level: -0.307 Ha
* frontier orbital gap: 8.92 eV
* charge: 0
* energy above the lowest of the compared OMol25 structures with the same formula, charge and spin: 135.7 kJ/mol

***

No. 3
Molecular formula: C3H3NO3
Method: DFT, ωB97M-V with the def2-TZVPD basis set

Structure (XYZ):
```
10
C3H3NO3 (ωB97M-V with the def2-TZVPD basis set)
C -2.1144 -0.0532 0.1287
C -0.7069 0.1265 -0.0017
C 0.2495 0.7149 -0.4101
O 1.7840 0.9907 -0.3579
N 2.4607 -0.2292 -0.0420
O 3.5744 -0.1517 0.2941
O 1.7970 -1.2013 -0.1801
H -2.2760 0.9297 0.4749
H -2.5596 -0.3122 -0.8186
H -2.2086 -0.8142 0.9128
```

* E_tot: -10784.0503 eV
* HOMO level: -0.384 Ha
* frontier orbital gap: 10.42 eV
* charge: 0
* energy above the lowest of the compared OMol25 structures with the same formula, charge and spin: 834.6 kJ/mol

***

No. 4
Molecular formula: C4H8S2
Method: DFT, ωB97M-V with the def2-TZVPD basis set

Structure (XYZ):
```
14
C4H8S2 (ωB97M-V with the def2-TZVPD basis set)
C -1.0916 -0.2662 0.6908
C 0.3770 0.3817 0.8857
C 0.8921 -0.4843 -0.2989
C -0.5258 -1.0101 -0.7327
H -1.6462 2.3608 0.7285
H -1.3499 -1.1535 1.4514
H 1.1099 0.6129 1.7336
H 0.3193 1.5050 0.4007
H 1.4905 -1.3398 -0.2093
H 3.0234 0.4352 -1.1139
H -0.6517 -1.9887 -1.0326
H -1.1091 -0.4190 -1.4964
S -2.7092 0.8861 0.6816
S 1.8713 0.4799 -1.6883
```

* E_tot: -25943.8156 eV
* HOMO level: -0.338 Ha
* frontier orbital gap: 8.96 eV
* charge: 0
* energy above the lowest of the compared OMol25 structures with the same formula, charge and spin: 443.7 kJ/mol

***

No. 5
Molecular formula: C14H38F2O14
Method: DFT, ωB97M-V with the def2-TZVPD basis set

Structure (XYZ):
```
68
C14H38F2O14 (ωB97M-V with the def2-TZVPD basis set)
O -1.1742 1.3440 -2.0354
C -1.2000 1.9216 -3.1592
O -0.5852 3.0700 -3.4351
C -0.9216 3.5334 -4.7293
C -1.6442 2.3252 -5.3070
F -1.0768 1.7541 -6.4113
O -1.5810 1.3267 -4.2627
H -1.5194 4.4448 -4.7382
H -0.0663 3.6885 -5.3868
H -2.6838 2.5231 -5.5684
O 0.2554 -1.2314 -5.2708
C 0.4946 -1.7599 -4.2228
O -0.1267 -1.4384 -3.1108
C 0.2750 -2.2328 -2.0590
C 0.9200 -3.4180 -2.7305
F 0.1613 -4.5098 -2.9366
O 1.2953 -2.8179 -4.0118
H 0.8971 -1.5792 -1.4476
H -0.5711 -2.6202 -1.4915
H 1.7261 -3.7450 -2.0738
C 0.3980 -4.4442 1.4075
O 0.8488 -3.0928 1.4257
H 0.7081 -4.9725 0.5060
H 0.6050 -5.0522 2.2882
H -0.6873 -4.5162 1.3361
H 0.0986 -2.5320 1.6361
C 1.0242 2.0171 4.4425
O 1.3653 3.0868 3.5869
H -0.0348 1.9303 4.6856
H 1.4298 1.1632 3.8999
H 1.6028 2.0720 5.3646
H 2.3243 3.0564 3.6177
C 4.2663 0.2147 0.1569
O 3.9757 0.5527 1.4695
H 3.3696 -0.3331 -0.1329
H 4.5219 1.1062 -0.4159
H 5.1251 -0.4510 0.2430
H 3.6209 -0.2815 1.7855
C -4.1747 -0.6454 -2.7066
O -3.3927 -1.4244 -1.8630
H -4.6921 -1.2062 -3.4850
H -4.8242 0.1365 -2.3132
H -3.4478 -0.1669 -3.3629
H -2.5960 -0.9331 -1.6493
C 2.6912 -1.8388 3.8621
O 2.7594 -1.5112 2.5034
H 3.4814 -1.8383 4.6129
H 1.8123 -1.3746 4.3096
H 2.3854 -2.8843 3.8234
H 2.0221 -1.9600 2.0830
C -3.4542 0.2267 3.5460
O -2.7831 1.3347 3.0376
H -2.7926 -0.6271 3.6921
H -4.0105 0.5013 4.4422
H -4.1200 -0.1654 2.7772
H -3.3408 2.1074 2.9218
C -0.0525 0.1275 0.9299
O -0.9837 -0.7571 1.7159
H 0.4329 0.9074 1.5166
H 0.7639 -0.4576 0.5066
H -0.6979 0.4084 0.0977
H -1.6588 -0.2062 2.1187
C 0.6736 3.6396 0.3012
O 0.0728 4.3432 1.3607
H -0.1597 2.9958 0.0199
H 0.8661 4.2389 -0.5886
H 1.5105 3.0789 0.7175
H 0.2728 3.8482 2.1585
```

* E_tot: -49228.8473 eV
* HOMO level: -0.335 Ha
* frontier orbital gap: 9.59 eV
* charge: 0
* energy above the lowest of the compared OMol25 structures with the same formula, charge and spin: 0.0 kJ/mol

***

No. 6
Molecular formula: C47H45As3BrN4ORe
Method: DFT, ωB97M-V with the def2-TZVPD basis set

Structure (XYZ):
```
102
C47H45As3BrN4ORe (ωB97M-V with the def2-TZVPD basis set)
Re 0.3491 0.2958 0.0783
Br -1.1135 6.9521 -1.7850
C -1.5379 5.1684 -1.1470
C -1.7040 5.1086 0.3285
C -1.6715 3.9238 0.9319
C -1.4816 2.6900 0.1196
O -1.1576 1.5467 0.8020
C -1.5987 2.3347 -1.9774
C -1.5257 0.9865 -2.5051
N -0.8187 0.0814 -1.9389
C -0.9452 -1.2643 -2.3681
C -1.2576 -1.6469 -3.6518
C -1.4761 -2.9982 -3.9639
C -1.3844 -3.9519 -2.9882
C -1.0229 -3.5942 -1.6712
C -0.8430 -4.5504 -0.6492
C -0.4155 -4.1369 0.5819
C -0.1750 -2.7772 0.7997
N -0.3653 -1.8374 -0.1168
C -0.7829 -2.2339 -1.3617
C -1.6273 3.6587 -2.7530
H -1.8856 6.0253 0.8750
H -1.8549 3.8005 1.9915
H -2.2158 0.7500 -3.3150
H -1.3386 -0.9045 -4.4360
H -1.7201 -3.2728 -4.9808
H -1.5649 -4.9949 -3.2153
H -1.0198 -5.5978 -0.8617
H -0.2515 -4.8333 1.3921
H 0.1911 -2.4693 1.7646
H -1.5559 3.6960 -3.8342
C 2.6005 3.3607 1.7097
As 2.2830 2.0638 0.3012
C 2.5917 3.2007 -1.2483
C 3.9091 0.9882 0.3236
C 5.0582 1.4241 0.9734
C 6.2159 0.6587 0.9294
C 6.2368 -0.5380 0.2280
C 5.0933 -0.9772 -0.4244
C 3.9306 -0.2176 -0.3732
As 2.3032 -0.7893 -1.2392
C 2.5329 -0.2156 -3.0806
C 2.4985 -2.7094 -1.3966
H 3.5010 3.9057 1.4278
H 2.7289 2.8850 2.6782
H 1.7697 4.0603 1.7521
H 3.6659 3.2644 -1.4147
H 2.2044 4.1941 -1.0318
H 2.1005 2.8084 -2.1349
H 5.0608 2.3543 1.5258
H 7.1039 1.0008 1.4441
H 7.1396 -1.1325 0.1913
H 5.1180 -1.9119 -0.9692
H 3.4844 -0.6123 -3.4324
H 2.5558 0.8695 -3.1482
H 1.7288 -0.6057 -3.7032
H 3.3960 -2.9037 -1.9809
H 1.6506 -3.1371 -1.9258
H 2.5946 -3.1668 -0.4138
N -3.4948 3.5473 -1.2961
C -2.6994 4.5040 -2.0071
C -0.5521 4.1468 -1.7567
N -0.5392 2.8204 -1.0545
C -2.7233 2.4455 -0.8890
H -4.2929 3.8443 -0.7596
H -3.3027 5.2035 -2.5779
H 0.4286 4.5173 -2.0301
H -3.3083 1.5692 -0.6071
C 0.9724 3.4832 5.7045
C 0.3957 3.7724 4.4753
C 0.2248 2.7626 3.5416
C 0.6217 1.4652 3.8327
C 1.2080 1.1730 5.0643
C 1.3857 2.1884 5.9917
As 0.1458 0.0019 2.6620
C -1.6575 -0.4438 3.2274
C -2.5509 -1.1344 2.4119
C -3.8181 -1.4460 2.8787
C -4.2086 -1.0507 4.1503
C -3.3307 -0.3354 4.9514
C -2.0572 -0.0293 4.4964
C 1.3633 -1.3616 3.3118
C 0.9652 -2.4541 4.0744
C 1.9240 -3.3425 4.5439
C 3.2662 -3.1412 4.2510
C 3.6633 -2.0501 3.4865
C 2.7111 -1.1610 3.0159
H 1.1003 4.2660 6.4400
H 0.0740 4.7813 4.2500
H -0.2122 2.9704 2.5777
H 1.5213 0.1648 5.3023
H 1.8421 1.9645 6.9466
H -2.2828 -1.4049 1.4014
H -4.5047 -1.9928 2.2462
H -5.1999 -1.2885 4.5117
H -3.6382 -0.0044 5.9342
H -1.3839 0.5259 5.1341
H -0.0823 -2.5993 4.3185
H 1.6233 -4.1880 5.1482
H 4.0077 -3.8322 4.6292
H 4.7109 -1.8872 3.2693
H 3.0090 -0.2952 2.4331
```

* E_tot: -312139.5078 eV
* HOMO level (spin up / spin down): -0.570 / -0.568 Ha
* multiplicity: 4
* frontier orbital gap (spin up / spin down): 7.05 / 5.68 eV
* charge: +3
* ⟨S²⟩: 3.786